Record 1
86
Properties=species:S:1:pos:R:3:lowdin_charge:R:1 method="wB97M-V/def2-TZVPD" total_charge=+1 energy_ha=-3959.24151 orbital_gap_ev="5.25 / 5.52" lumo_energy_ev="-5.130 / -5.021" spin_multiplicity=2
W 0.64 -1.24 0.63 1.626
C 6.47 -1.00 1.25 -0.076
C 5.72 -1.38 0.15 -0.060
C 4.35 -1.11 0.10 -0.053
C 3.73 -0.46 1.15 -0.339
C 4.49 -0.11 2.27 -0.089
C 5.84 -0.37 2.31 -0.067
N 2.30 -0.24 1.18 -0.163
C 1.87 0.87 1.92 -0.275
C 2.49 2.11 1.88 -0.035
C 2.07 3.13 2.69 -0.052
C 1.01 2.93 3.56 -0.071
C 0.38 1.71 3.64 -0.046
C 0.80 0.65 2.82 -0.208
N 0.36 -0.69 2.74 -0.186
N -0.66 -1.11 3.42 -0.511
C -1.28 -2.29 2.85 -0.383
C -2.32 -2.94 3.46 -0.019
C -2.80 -4.09 2.86 -0.009
C -2.20 -4.56 1.71 -0.007
C -1.16 -3.83 1.19 -0.157
N -0.73 -2.70 1.73 -0.086
H 7.54 -1.21 1.28 0.110
H 6.19 -1.88 -0.69 0.112
H 3.78 -1.42 -0.75 0.069
H 4.01 0.36 3.12 0.114
H 6.41 -0.09 3.19 0.112
H 3.31 2.25 1.19 0.138
H 2.57 4.10 2.64 0.123
H 0.66 3.74 4.20 0.119
H -0.42 1.59 4.34 0.020
H -2.73 -2.57 4.38 0.084
H -3.63 -4.63 3.31 0.130
H -2.52 -5.47 1.22 0.128
H -0.63 -4.16 0.31 0.076
O -0.62 -2.08 -0.77 -0.200
C -0.76 -2.00 -2.00 -0.136
C 0.18 -1.48 -2.88 -0.111
C -0.14 -1.31 -4.24 0.074
C 0.79 -0.81 -5.07 -0.127
C 2.09 -0.48 -4.61 0.046
C 2.43 -0.66 -3.30 0.048
C 1.47 -1.14 -2.38 -0.319
O 1.79 -1.32 -1.17 -0.287
N 0.44 -0.57 -6.49 -0.343
O -0.69 -0.87 -6.85 0.078
O 1.30 -0.07 -7.20 0.088
H -1.68 -2.41 -2.40 0.142
H -1.13 -1.57 -4.62 0.140
H 2.80 -0.09 -5.32 0.129
H 3.42 -0.41 -2.94 0.128
S 1.14 -4.24 4.13 -0.115
Sb 2.30 -2.78 2.92 0.692
S -1.11 -0.59 4.91 0.894
S 1.84 -3.36 0.61 0.209
C -1.22 4.50 0.86 -0.014
C -1.04 3.52 -0.27 -0.550
C 0.40 3.49 -0.76 -0.019
C -1.96 3.86 -1.42 -0.024
O -1.42 2.18 0.35 -0.117
P -1.16 0.75 -0.17 0.344
O -1.26 -0.28 0.98 -0.322
O 0.28 0.50 -0.62 -0.291
O -2.17 0.42 -1.32 -0.136
C -3.65 0.05 -1.27 -0.554
C -4.50 1.26 -0.96 -0.023
C -3.90 -1.05 -0.25 -0.021
C -3.93 -0.44 -2.67 -0.018
H -0.91 5.49 0.54 0.104
H -0.63 4.20 1.72 0.071
H -2.28 4.55 1.16 0.099
H 0.69 4.50 -1.04 0.104
H 0.52 2.84 -1.63 0.090
H 1.08 3.14 0.02 0.066
H -1.65 4.82 -1.83 0.104
H -2.99 3.95 -1.09 0.084
H -1.90 3.11 -2.22 0.091
H -4.23 1.70 0.00 0.093
H -5.54 0.94 -0.90 0.105
H -4.41 2.02 -1.74 0.088
H -3.85 -0.68 0.78 0.090
H -3.18 -1.87 -0.36 0.077
H -4.91 -1.44 -0.43 0.104
H -3.63 0.31 -3.41 0.104
H -5.01 -0.62 -2.78 0.104
H -3.42 -1.37 -2.88 0.071



Record 2
18
Properties=species:S:1:pos:R:3:lowdin_charge:R:1 method="wB97M-V/def2-TZVPD" smiles=OCCCNCO energy_ha=-364.20217 orbital_gap_ev=9.84 lumo_energy_ev=0.787 spin_multiplicity=1
O 1.27 -2.93 -0.45 -0.065
C 0.81 -1.72 0.12 -0.277
C 1.47 -0.48 -0.49 -0.177
C 0.51 0.70 -0.60 -0.229
N -0.27 0.90 0.65 -0.058
C -1.69 1.07 0.46 -0.326
O -2.28 1.53 1.65 -0.042
H 0.81 -3.08 -1.28 0.084
H 1.00 -1.72 1.19 0.118
H -0.27 -1.61 0.03 0.107
H 2.39 -0.16 -0.01 0.108
H 1.75 -0.76 -1.51 0.106
H 0.99 1.62 -0.94 0.113
H -0.24 0.48 -1.36 0.107
H 0.14 1.72 1.08 0.109
H -1.90 1.82 -0.33 0.121
H -2.15 0.13 0.16 0.117
H -2.36 2.49 1.61 0.083